Record 1
A single H3INP molecule. Source: the Open Molecules 2025 dataset; level of theory: ωB97M-V/def2-TZVPD.

Structure (ORCA input):
```
! RIJCOSX wB97M-V def2-TZVPD def2/J DEFGRID3
* xyz 0 1
N -0.44 -0.12 0.02
P 0.35 0.40 1.43
I 1.24 -1.95 2.22
H -0.03 -0.65 -0.74
H -1.21 -0.64 0.28
H 1.77 0.64 1.02
*
```

As for the orbital gap: 8.882 eV. Its SMILES is NPI. For the energy above the lowest of the compared OMol25 structures with the same formula, charge and spin, the calculation gives 0.000 eV.

=====

Record 2
2 unconnected molecules or ions with the total composition C5H9NO2S. Source: the Open Molecules 2025 dataset; level of theory: ωB97M-V/def2-TZVPD.

Structure (ORCA input):
```
! RIJCOSX wB97M-V def2-TZVPD def2/J DEFGRID3
* xyz 0 1
C 2.35 -0.51 0.04
C -0.81 0.47 -0.93
C -0.60 -0.14 -2.30
C -2.05 0.02 -0.18
C 1.45 -0.39 2.33
N 1.61 -0.27 0.96
O 3.08 -0.61 -0.85
O -0.47 2.04 0.94
S 0.08 1.74 -0.42
H -0.51 -1.27 -2.31
H 0.34 0.25 -2.87
H -1.48 0.16 -3.04
H -2.93 -0.04 -0.83
H -2.30 0.76 0.73
H -2.04 -0.94 0.37
H 0.63 0.18 2.80
H 1.25 -1.37 2.66
H 2.40 -0.07 2.90
*
```

As for the orbital gap (spin up / spin down): 8.825 / 8.824 eV. For the energy above the lowest of the compared OMol25 structures with the same formula, charge and spin, the calculation gives 2.602 eV.

=====

Record 3
A molecular structure, C39H30F5OP2S3W. Source: the Open Molecules 2025 dataset; level of theory: ωB97M-V/def2-TZVPD.

Structure (ORCA input):
```
! RIJCOSX wB97M-V def2-TZVPD def2/J DEFGRID3
* xyz 1 3
W -0.22 0.05 0.09
S 2.14 -0.11 0.91
P 2.58 0.64 -0.90
C 0.99 0.48 -1.55
P 0.40 -0.54 -2.82
S -1.17 -1.27 -1.80
C -0.08 0.36 -4.29
C -0.34 -0.31 -5.48
C -0.80 0.40 -6.58
C -1.01 1.77 -6.49
C -0.78 2.43 -5.29
C -0.32 1.73 -4.19
C 1.52 -1.85 -3.33
C 1.47 -3.08 -2.69
C 2.35 -4.09 -3.05
C 3.29 -3.87 -4.05
C 3.35 -2.63 -4.68
C 2.47 -1.62 -4.32
C 3.08 2.37 -0.83
C 2.32 3.35 -1.45
C 2.72 4.68 -1.38
C 3.88 5.01 -0.69
C 4.63 4.03 -0.07
C 4.24 2.71 -0.14
C 3.95 -0.19 -1.72
C 4.35 -1.46 -1.33
C 5.43 -2.06 -1.96
C 6.11 -1.39 -2.97
C 5.70 -0.13 -3.37
C 4.63 0.48 -2.74
H -0.18 -1.38 -5.56
H -0.99 -0.12 -7.51
H -1.37 2.32 -7.35
H -0.96 3.49 -5.22
H -0.16 2.23 -3.25
H 0.74 -3.26 -1.91
H 2.30 -5.05 -2.56
H 3.97 -4.65 -4.34
H 4.09 -2.45 -5.45
H 2.53 -0.66 -4.82
H 1.40 3.09 -1.96
H 2.13 5.45 -1.86
H 4.19 6.05 -0.63
H 5.53 4.29 0.48
H 4.83 1.94 0.35
H 3.82 -1.98 -0.54
H 5.75 -3.04 -1.65
H 6.96 -1.86 -3.44
H 6.23 0.39 -4.15
H 4.33 1.48 -3.04
O -2.29 -0.30 0.58
S -2.69 -1.45 1.54
C -4.42 -1.18 1.75
C -5.24 -2.25 1.41
C -6.61 -2.12 1.54
C -7.14 -0.92 2.00
C -6.32 0.14 2.33
C -4.95 0.02 2.21
C -1.92 -0.94 3.03
C -1.78 -1.87 4.02
C -1.23 -1.53 5.26
C -0.85 -0.19 5.49
C -0.95 0.75 4.53
C -1.39 0.46 3.12
H -4.80 -3.18 1.05
H -7.26 -2.94 1.28
H -8.22 -0.82 2.10
H -6.75 1.07 2.69
H -4.30 0.85 2.45
H -2.13 -2.88 3.85
H -1.12 -2.28 6.03
H -0.50 0.09 6.47
H -0.68 1.77 4.76
H -2.21 1.17 2.88
F -1.13 1.63 -0.33
C -0.32 0.81 2.08
F -0.14 -1.68 0.88
C 0.33 2.14 2.34
F 0.94 2.64 1.24
F -0.56 3.07 2.73
F 1.28 2.09 3.30
*
```

As for the orbital gap (spin up / spin down): 6.312 / 7.156 eV. The expectation value of S² is 2.05. For the energy above the lowest of the compared OMol25 structures with the same formula, charge and spin, the calculation gives 0.688 eV.

=====

Record 4
9 unconnected molecules or ions with the total composition C4H22NO11. Source: the Open Molecules 2025 dataset; level of theory: ωB97M-V/def2-TZVPD.

Structure (ORCA input):
```
! RIJCOSX wB97M-V def2-TZVPD def2/J DEFGRID3
* xyz -1 1
O -0.43 -0.95 0.16
C 0.72 -0.47 0.10
O 1.72 -0.78 -0.55
C 1.01 1.04 0.54
C -0.09 1.30 1.52
C -1.05 2.17 0.69
N -1.95 1.45 -0.21
O -1.14 3.35 0.95
H 2.05 1.32 0.87
H 1.06 1.84 -0.33
H 0.17 1.77 2.44
H -0.45 0.37 1.80
H -1.58 0.46 -0.43
H -2.23 2.02 -0.98
H -1.59 -1.65 1.79
H -1.58 -2.55 2.90
O -1.46 -1.60 2.71
H 3.07 1.07 -2.62
H 2.61 1.07 -1.19
O 2.58 1.53 -2.05
H 0.07 0.43 -2.44
H 0.56 1.86 -2.04
O -0.30 1.31 -2.26
H 1.67 -3.80 1.96
H 1.74 -2.44 2.53
O 2.23 -3.13 2.30
H 0.02 -3.51 1.08
H -1.03 -2.71 0.47
O -0.83 -3.46 0.93
H 3.64 -1.08 -2.36
H 2.16 -1.14 -1.96
O 2.82 -1.12 -2.85
H -2.42 -0.20 2.49
H -2.38 1.07 1.55
O -2.59 0.72 2.47
H -1.78 1.23 -3.85
H -2.44 1.64 -2.55
O -2.58 1.57 -3.57
*
```

As for the orbital gap: 9.093 eV. For the energy above the lowest of the compared OMol25 structures with the same formula, charge and spin, the calculation gives 4.300 eV.

=====

The following molar mass values (in u) correspond, in order, to the records above: 174.91, 147.20, 951.65, 260.22.
The following electronic energy values (in a.u.) correspond, in order, to the records above: -695.6060, -799.2632, -4022.9112, -1048.0094.